# 1
{
  "formula": "C6H9N",
  "method": "ωB97M-V with the def2-TZVPD basis set",
  "orbital_gap_ev": 10.00,
  "smiles": "CC#CC[C@H]1CN1",
  "e_tot_ev": -7853.50928,
  "species": ["C", "C", "C", "C", "C", "C", "N", "H", "H", "H", "H", "H", "H", "H", "H", "H"],
  "coordinates": [[1.8330, 0.9565, 1.0780], [2.0656, -0.4045, 0.5974], [1.4892, -1.3022, 0.0311], [0.1495, -1.5496, -0.5212], [-0.8967, -0.4553, -0.1256], [-1.2219, 0.9701, -0.5301], [-1.8118, -0.1574, -1.2131], [2.3609, 1.7254, 0.5136], [1.9411, 1.0988, 2.1524], [0.7652, 1.0197, 0.8168], [-0.2732, -2.4848, -0.1380], [0.1756, -1.6159, -1.6099], [-1.3241, -0.6436, 0.8637], [-0.5895, 1.6451, -1.1043], [-1.8857, 1.5132, 0.1559], [-2.7774, -0.3157, -0.9668]],
  "forces_ev_per_a": [[0.019, 0.291, 0.126], [-0.484, -0.342, -0.267], [0.039, 0.769, 0.331], [-0.306, 0.082, -0.142], [-0.051, -0.487, 0.051], [0.189, 0.044, -0.067], [-0.466, -0.223, -0.093], [0.165, -0.044, 0.194], [0.223, 0.034, -0.070], [0.342, 0.569, 0.389], [0.030, 0.036, -0.204], [-0.038, -0.011, 0.065], [-0.027, -0.204, -0.258], [0.095, -0.429, -0.070], [0.454, -0.233, -0.001], [-0.184, 0.149, 0.016]]
}



# 2
{
  "formula": "C6H9N",
  "method": "ωB97M-V with the def2-TZVPD basis set",
  "orbital_gap_ev": 7.74,
  "e_tot_ev": -7851.88968,
  "species": ["C", "C", "C", "C", "C", "C", "N", "H", "H", "H", "H", "H", "H", "H", "H", "H"],
  "coordinates": [[-0.8766, -0.9730, -1.5710], [-0.0684, -1.9703, -1.7196], [2.2205, 1.7154, 0.3582], [-1.4635, 0.1868, -1.4279], [0.4976, 0.2440, 1.1252], [-0.7514, 0.0051, 1.8406], [1.4232, 0.9810, 0.9592], [-0.1116, -2.7252, -2.4820], [0.2647, -2.4679, -0.9174], [2.1881, 1.9776, -0.6591], [3.0796, 1.9703, 0.9481], [-2.4995, 0.0438, -0.9285], [-0.9328, 1.0783, -1.2751], [-0.8746, -1.0475, 2.0324], [-1.4067, 0.2940, 1.0384], [-0.6886, 0.6877, 2.6786]],
  "forces_ev_per_a": [[0.745, 1.520, -0.662], [-1.873, -0.472, -2.058], [3.387, 2.056, 0.343], [-2.658, -2.535, 1.856], [1.680, -1.736, 0.606], [1.278, 0.934, -0.957], [-3.946, -1.788, 0.200], [0.053, 0.532, -1.280], [1.675, -1.066, 3.506], [-0.542, 0.264, -1.019], [0.603, 0.244, -0.205], [1.478, 0.835, -1.188], [0.528, 1.223, -0.436], [-0.188, -0.163, 0.465], [-1.256, 0.279, 0.308], [-0.964, -0.126, 0.520]]
}



For each record above, in turn, the calculated HOMO energy values are -9.0774; -6.9039 eV.
For each record above, in turn, the calculated molecular weight values are 95.1; 95.1 g mol⁻¹.
For each record above, in turn, the calculated ΔE to the lowest compared entry with this formula, charge and spin values are 448.7; 605.0 kJ/mol.